No. 1
# C24H27Br2N3O5

A 2-piece molecular cluster, C24H27Br2N3O5 overall (ωB97M-V with the def2-TZVPD basis set, the Open Molecules 2025 dataset).

```
61
Properties=species:S:1:pos:R:3:forces:R:3:mulliken_charge:R:1
O -5.20273 -5.15008 0.23925 0.8 0.8 -0.9 -0.55
C -4.61588 -4.24278 -0.32667 -0.6 -1.0 1.0 0.53
O -3.61440 -4.45194 -1.21449 -0.7 0.6 0.6 -0.42
C -5.05706 -2.80929 -0.04200 0.4 0.8 -0.4 -0.29
O -3.92038 -1.98151 0.21920 0.6 0.6 0.8 -0.06
N -4.26706 -0.61411 0.30577 -0.1 0.8 0.8 -0.76
C -3.68181 0.08975 1.24759 -0.7 -3.1 -2.1 0.04
C -3.91196 1.51969 1.42279 -0.5 1.4 -0.3 -0.20
C -4.70073 2.44232 0.72646 -0.1 0.0 -0.1 -0.12
C -4.71212 3.78554 1.13000 0.5 -0.7 0.4 -0.32
Br -5.77764 5.05759 0.18288 0.3 -0.4 0.3 -0.19
C -3.93800 4.19431 2.22870 0.0 -0.2 -0.1 -0.51
C -3.14907 3.27016 2.92936 -0.5 -0.1 -0.6 -0.46
C -3.15098 1.93972 2.50586 0.0 1.0 0.4 0.25
C -2.42606 0.79976 3.04211 0.7 0.0 0.9 -0.02
C -1.54716 0.75276 4.12646 -0.1 -0.7 -0.4 -0.43
C -0.95618 -0.47424 4.45717 -0.1 -0.1 -0.1 -0.62
C -1.24862 -1.62714 3.71311 -0.4 0.8 -0.2 -0.47
Br -0.42421 -3.29299 4.15390 -0.2 0.5 -0.1 -0.17
C -2.13867 -1.55678 2.63340 -0.1 -0.3 -0.2 0.34
C -2.73253 -0.33234 2.28986 0.8 -0.7 0.8 0.61
H -3.49549 -5.41339 -1.24976 0.0 0.0 0.0 0.35
H -5.59948 -2.43035 -0.91149 0.0 0.1 -0.1 0.29
H -5.73118 -2.79682 0.81844 0.2 -0.3 -0.1 0.29
H -5.29637 2.11842 -0.12206 0.1 0.1 0.1 0.56
H -3.95340 5.23645 2.53281 0.0 -0.1 0.0 0.41
H -2.55083 3.58321 3.77884 -0.1 0.0 -0.1 0.42
H -1.32559 1.64565 4.70185 0.0 -0.1 0.0 0.44
H -0.26543 -0.53895 5.29248 -0.1 0.0 -0.1 0.41
H -2.35016 -2.45803 2.06795 0.0 0.2 0.0 0.61
C 5.58841 -1.24112 -4.98990 -0.5 -0.1 0.3 -0.97
N 5.05807 -0.66337 -3.75738 1.0 0.8 0.1 -0.09
C 3.95343 -1.08598 -3.13279 -1.2 -0.7 -0.7 0.10
O 3.27625 -2.01416 -3.56531 0.2 0.1 0.3 -0.69
C 3.52259 -0.29200 -1.88091 0.0 0.0 0.4 0.25
C 2.36123 -0.94825 -1.10066 0.2 0.5 -0.2 -1.50
C 1.91599 -0.19453 0.16951 0.3 -0.5 0.2 1.32
C 0.72589 -0.90456 0.80921 0.0 0.3 -0.4 -1.50
C 3.02387 -0.09156 1.22019 -0.1 0.3 -0.5 -1.71
N 3.16992 1.09244 -2.22823 -0.5 -0.8 0.2 -0.11
C 4.05576 2.06338 -2.44962 0.8 0.8 -0.2 0.79
C 3.50110 3.42624 -2.78845 0.0 -0.1 0.1 -1.25
O 5.26678 1.88816 -2.39386 0.2 -0.3 0.1 -0.72
H 5.91566 -2.26596 -4.80665 0.0 0.0 -0.1 0.29
H 4.80892 -1.25428 -5.75425 0.1 -0.1 0.0 0.31
H 6.43221 -0.64975 -5.34709 -0.1 0.0 0.2 0.35
H 5.51998 0.15204 -3.36658 0.0 -0.1 0.0 0.29
H 4.39408 -0.27088 -1.22508 0.1 0.3 0.0 0.37
H 2.66343 -1.95867 -0.82073 0.0 0.0 -0.1 0.40
H 1.50215 -1.03467 -1.76784 0.0 -0.2 -0.1 0.36
H 1.59656 0.81237 -0.09887 0.0 0.2 -0.1 0.23
H -0.10003 -0.95881 0.09969 -0.2 -0.2 0.1 0.40
H 1.00594 -1.91289 1.11524 -0.1 -0.1 0.1 0.34
H 0.39668 -0.34129 1.68151 -0.1 -0.1 0.1 0.26
H 3.39332 -1.08580 1.47278 0.1 0.0 0.1 0.32
H 2.63453 0.38423 2.12014 0.1 0.0 0.1 0.44
H 3.84467 0.51524 0.83964 0.2 0.0 0.1 0.42
H 2.19272 1.31538 -2.32555 0.0 -0.1 0.0 0.33
H 2.82771 3.75184 -1.99801 -0.2 0.1 -0.1 0.34
H 4.32744 4.13095 -2.87556 -0.1 -0.1 0.0 0.34
H 2.96592 3.37167 -3.73437 -0.1 0.1 0.0 0.32
```
Positions in Å, forces in eV/Å.

Properties
gap between HOMO and LUMO	7.827	eV
SMILES string	O=C(O)CON=C1c2cc(Br)ccc2-c2ccc(Br)cc21.CNC(=O)[C@H](CC(C)C)NC(C)=O
LUMO energy	-0.9	eV
total energy	-6619.256690	Ha

No. 2
# C24H27ClCsN4O6

C24H27ClCsN4O6 as an isolated structure (ωB97M-V with the def2-TZVPD basis set, the Open Molecules 2025 dataset).

```
63
Properties=species:S:1:pos:R:3:forces:R:3:mulliken_charge:R:1
Cs -2.08982 1.77556 0.02817 2.5 -2.9 0.8 1.40
C 2.85611 -1.25207 -3.32652 0.0 0.0 0.0 -1.65
C 3.13071 -1.91979 -2.00687 0.0 0.0 0.0 0.96
C 4.23669 -2.74038 -1.83122 0.0 0.0 0.0 -0.75
C 4.50718 -3.34907 -0.61408 -0.1 0.0 0.1 -0.78
C 3.64818 -3.12313 0.45330 0.0 0.0 -0.1 -0.93
C 2.53828 -2.30270 0.30565 0.0 0.1 0.1 -0.54
C 2.26834 -1.70221 -0.92281 0.0 0.1 0.0 0.79
N 1.14922 -0.87505 -1.14787 -0.2 -0.1 0.1 0.41
C 0.48874 -0.21591 -0.08185 0.3 -0.3 0.0 -0.27
N -0.39176 -0.94728 0.67092 0.3 -0.2 -0.2 0.21
C -1.60791 -1.61016 0.14184 0.0 0.1 0.0 1.21
C -2.77610 -0.98977 0.60866 -0.1 -0.6 0.1 -1.78
C -3.95480 -1.54272 0.08989 0.0 0.0 0.1 -0.34
C -3.96852 -2.61811 -0.79672 0.1 0.0 0.0 -0.75
C -2.77388 -3.22826 -1.14610 0.0 0.0 0.0 -0.71
C -1.55240 -2.75237 -0.65990 0.0 0.0 0.0 0.64
C -0.30710 -3.54402 -0.97046 0.0 0.0 0.0 -1.18
N 0.71280 1.02128 0.18329 0.4 0.0 0.1 -0.70
C 1.72925 1.72054 -0.49925 0.0 -0.1 -0.1 -0.07
C 1.43204 2.36103 -1.70702 0.1 0.0 0.0 -0.29
C 2.39708 3.09842 -2.38014 0.0 -0.1 0.0 -0.73
C 3.67719 3.20133 -1.85538 0.0 0.0 0.0 -0.64
C 3.96930 2.57153 -0.65367 0.0 0.0 0.0 -0.53
C 3.01662 1.83247 0.04331 0.1 0.0 0.0 0.92
C 3.37382 1.17077 1.34952 0.0 0.0 0.0 -1.65
H 3.58398 -1.56374 -4.07535 0.0 0.0 0.0 0.39
H 2.91425 -0.15930 -3.24188 0.0 -0.1 0.0 0.29
H 1.85613 -1.50007 -3.69851 0.1 0.0 0.0 0.33
H 4.90058 -2.90608 -2.67404 0.0 0.0 0.0 0.37
H 5.37252 -3.99050 -0.50255 0.0 0.0 0.0 0.40
H 3.83532 -3.58730 1.41385 0.0 0.0 0.0 0.40
H 1.86533 -2.13843 1.14074 0.1 0.0 -0.1 0.53
H 1.31765 -0.22562 -1.90049 0.1 0.1 0.0 0.20
H -0.72477 -0.39401 1.45275 0.1 0.0 0.1 0.44
H -4.91403 -1.12107 0.38942 0.0 0.0 0.0 0.33
H -4.90489 -3.00498 -1.18853 0.0 0.0 0.0 0.34
H -2.77594 -4.11023 -1.78047 0.0 0.0 0.0 0.34
H -0.57263 -4.59236 -1.12024 0.0 0.0 0.0 0.50
H 0.41604 -3.49417 -0.15583 -0.1 0.0 -0.1 0.16
H 0.19621 -3.19369 -1.87470 0.0 0.0 0.0 0.21
H 0.42786 2.28178 -2.11478 0.1 0.0 0.1 0.42
H 2.14492 3.58997 -3.31178 0.0 0.0 0.0 0.40
H 4.43802 3.77514 -2.37028 0.0 0.0 0.0 0.40
H 4.96689 2.65649 -0.23302 0.0 0.0 0.0 0.42
H 4.05447 1.80260 1.92363 0.0 0.0 0.0 0.53
H 3.86806 0.21103 1.17856 0.0 0.0 0.0 0.20
H 2.48469 0.98054 1.95026 0.0 0.0 0.0 0.34
O -3.34423 3.11804 -1.74402 -0.8 0.9 -0.9 -0.73
Cl -4.15462 3.69574 -0.68695 -1.3 1.3 -0.4 1.51
O -5.22252 2.78362 -0.35981 0.1 0.1 0.0 -0.52
O -4.66207 4.97403 -1.09002 0.1 -0.3 0.1 -0.68
O -3.30665 3.84266 0.48753 -1.2 2.0 0.4 -0.74
N -4.67153 1.20949 3.31391 0.0 0.0 0.1 -0.47
C -4.45514 2.21273 4.34582 0.0 -0.1 -0.1 -0.11
C -2.98997 2.22899 4.78097 0.0 0.0 0.0 0.41
O -2.56878 2.96874 5.63181 0.0 0.0 0.0 -0.64
O -2.23599 1.34523 4.13165 0.1 0.1 0.1 -0.51
H -4.80979 1.60368 2.39922 -0.1 0.1 -0.3 0.10
H -5.42742 0.57439 3.51059 0.0 0.0 0.0 0.19
H -2.86328 0.85927 3.53974 0.0 -0.1 -0.1 0.44
H -5.04459 2.00510 5.23616 0.0 0.0 0.1 0.30
H -4.70333 3.22237 4.02198 0.0 0.1 0.0 0.25
```
Positions in Å, forces in eV/Å.

Properties
gap between HOMO and LUMO	6.332	eV
energy relative to the best compared isomer or geometry (same formula, charge and spin)	1.543	eV
LUMO energy	2.2	eV
total energy	-2081.344608	Ha
net charge	-1

No. 3
# C24H27HgI3N2O2P

C24H27HgI3N2O2P as an isolated structure (ωB97M-V with the def2-TZVPD basis set, the Open Molecules 2025 dataset).

```
60
Properties=species:S:1:pos:R:3:forces:R:3:mulliken_charge:R:1
Hg 0.26081 0.89257 3.36561 0.1 0.0 0.0 0.03
I 1.06200 -5.22878 1.09906 0.4 0.2 0.6 0.06
C 1.89635 -4.72754 3.03018 0.5 -1.2 0.1 -0.83
I 3.25341 -3.12231 3.17255 -0.1 0.1 -0.2 0.10
H 2.40940 -5.61459 3.45963 -0.3 0.6 -0.7 0.37
H 1.06098 -4.54497 3.66568 -0.6 0.4 0.3 0.31
C -0.28769 -2.41015 -1.08481 1.9 0.1 0.8 -1.23
C -0.69645 -1.03038 -1.40781 -0.7 1.2 -0.9 1.42
C -2.14855 -1.05239 -1.78809 -0.2 1.8 0.9 -1.98
O -0.56299 -0.24201 -0.19799 0.2 1.0 -0.4 -0.28
H -0.33029 -3.02936 -1.96801 0.0 -0.4 -0.1 0.31
H -0.93574 -2.73681 -0.29599 -0.5 -0.6 0.2 0.56
H 0.72726 -2.40535 -0.62135 -0.6 -0.2 -0.7 -0.06
H -2.33937 -1.81856 -2.47808 -0.3 -1.0 -1.1 0.56
H -2.42608 -0.07043 -2.21116 -0.2 -0.4 0.1 0.35
H -2.72329 -1.24334 -0.88442 -0.2 0.0 0.0 0.33
N -2.42980 -3.11832 4.38842 -0.5 0.1 -0.8 -0.40
C -3.45111 -2.18694 4.46628 0.2 -0.5 1.0 0.43
O -4.44816 -2.43845 5.11729 0.3 0.5 -0.6 -0.58
C -3.14785 -0.85800 3.84273 -0.7 0.1 -0.6 -0.26
I -4.58953 -0.50233 2.30078 -0.1 0.0 -0.3 0.01
H -2.87001 -4.02784 4.44239 0.6 -0.3 0.2 0.26
H -1.76466 -2.99315 3.62917 -0.2 -0.2 0.2 0.23
H -2.19654 -0.81080 3.29387 -0.2 0.3 0.8 -0.12
H -3.42053 -0.08506 4.55958 0.8 0.1 -0.1 0.37
N 1.63747 1.16785 0.42545 -1.9 -0.1 -1.6 -0.41
P 0.25681 1.16985 -0.37197 0.4 0.3 1.7 0.99
C -0.68827 2.54365 0.35429 0.8 -0.2 0.1 0.08
C -2.04797 2.64683 0.39344 -0.5 -1.1 -0.4 -0.30
C -2.67090 3.73330 0.98678 -1.3 -0.1 0.0 -0.57
C -1.94470 4.71361 1.64664 -0.6 -0.2 -0.4 -0.59
C -0.57643 4.58682 1.59425 0.6 2.7 1.1 -0.22
C 0.02612 3.57847 0.94341 2.6 -1.3 -1.1 -0.62
C 2.66090 0.70285 -0.40696 2.4 -0.9 1.2 0.01
C 3.09775 -0.64340 -0.46525 -0.2 -0.6 0.1 -0.01
C 4.32861 -0.98479 -1.05207 0.2 -0.6 -0.4 -0.59
C 5.18267 -0.03097 -1.58033 -1.3 1.6 0.6 -0.63
C 4.75576 1.32908 -1.46506 0.9 -0.7 -0.6 -0.58
C 3.55677 1.67603 -0.89091 -0.4 -0.8 -0.3 -0.17
C 0.23399 1.17158 -2.15405 -0.5 -1.9 0.3 0.09
C 0.15775 -0.29770 -2.53874 0.0 -0.3 0.9 0.37
C -0.21521 -0.56738 -3.94971 0.4 0.3 0.5 -0.70
C -0.48449 0.44218 -4.80062 -0.8 -0.4 0.3 -0.53
C -0.53390 1.80365 -4.33345 0.4 -1.1 -1.7 -0.77
C -0.13673 2.10844 -3.05158 -0.3 1.1 0.3 -0.26
H -2.56005 1.78129 -0.02715 -0.6 0.5 0.1 0.40
H -3.75933 3.77535 0.90026 0.3 0.1 0.3 0.38
H -2.40943 5.58286 2.11815 0.0 -0.4 -0.2 0.39
H 0.05486 5.40514 1.99996 -0.5 -0.7 -0.1 0.34
H 1.12780 3.56029 0.82732 -0.8 0.0 0.4 0.23
H 2.54141 -1.49639 0.00452 0.3 1.2 -0.4 0.24
H 4.66253 -2.04303 -1.11677 -0.5 0.7 0.3 0.36
H 6.12747 -0.28851 -2.02522 0.1 0.0 -0.1 0.42
H 5.39274 2.12700 -1.84427 0.0 -0.2 0.1 0.36
H 3.21960 2.69101 -0.76325 0.3 0.3 -0.1 0.37
H 1.11239 -0.75881 -2.34610 1.0 -0.1 -0.1 0.21
H -0.17954 -1.58671 -4.30903 -0.1 -0.1 0.0 0.45
H -0.82142 0.06390 -5.76472 0.2 0.9 -0.2 0.37
H -0.76962 2.59307 -5.02946 -0.2 0.1 0.0 0.43
H -0.23700 3.14885 -2.80330 0.2 0.3 0.5 0.48
```
Positions in Å, forces in eV/Å.

Properties
gap between HOMO and LUMO (alpha / beta)	7.195 / 6.736	eV
energy relative to the best compared isomer or geometry (same formula, charge and spin)	0.000	eV
LUMO energy (alpha / beta)	-0.4 / -1.2	eV
expectation value of S²	0.787
total energy	-2578.540550	Ha
multiplicity	2

No. 4
# C24H27IN4NiSSi

C24H27IN4NiSSi as an isolated structure (ωB97M-V with the def2-TZVPD basis set, the Open Molecules 2025 dataset).

```
59
Properties=species:S:1:pos:R:3:forces:R:3:mulliken_charge:R:1
Ni -0.26329 -0.33622 -0.64611 0.4 -0.3 0.5 -0.15
C 1.68130 -3.76791 1.91652 0.0 -0.1 0.0 -0.93
N 2.13846 -2.42298 2.14453 0.0 0.1 -0.1 0.10
C 3.56094 -2.11897 2.24021 0.1 0.0 0.0 -0.49
C 3.59088 -0.57914 2.31623 0.2 0.0 0.0 -0.54
N 2.18769 -0.23853 2.16698 -0.1 -0.2 0.0 0.11
C 1.41049 -1.31375 2.01234 -0.1 0.2 0.0 0.08
S -0.25840 -1.23201 1.72534 -0.1 0.0 -0.1 -0.54
H 1.96148 -4.40641 2.75520 0.0 0.0 0.0 0.31
H 2.12804 -4.16404 1.00052 0.0 0.0 0.0 0.30
H 0.59970 -3.75449 1.81431 0.0 0.0 0.0 0.30
H 4.07797 -2.50058 1.35367 0.0 0.0 0.1 0.22
H 3.99081 -2.58974 3.12750 0.0 0.0 -0.1 0.42
H 4.18226 -0.14451 1.50887 0.0 0.0 0.1 0.21
H 3.97532 -0.22432 3.27436 0.0 0.0 0.0 0.38
H 1.82970 0.68020 1.97413 0.0 0.1 0.0 0.06
C 0.47142 2.63216 1.25818 -0.2 -0.1 -0.3 -1.70
Si -0.38439 1.96323 -0.32655 0.0 0.3 0.0 1.05
C 0.36124 2.96649 -1.78121 -0.1 -0.1 0.2 -1.40
C -2.21679 2.48074 -0.15338 0.2 0.0 0.1 0.41
C -2.82500 3.51147 -0.86883 0.1 0.0 -0.1 -0.15
C -4.17553 3.79536 -0.73255 -0.1 0.0 0.0 -0.62
C -4.95748 3.05818 0.14205 -0.1 0.0 0.0 -0.52
C -4.37518 2.04157 0.88365 -0.1 0.0 0.0 -0.69
C -3.02903 1.75975 0.72785 0.1 0.0 0.1 -0.45
H 0.20888 3.67860 1.41809 0.0 0.1 0.0 0.53
H 1.55852 2.59148 1.16853 0.1 0.0 0.0 0.38
H 0.16251 2.07996 2.14490 -0.1 -0.1 0.1 0.35
H 0.85323 3.87852 -1.44688 0.0 0.1 0.1 0.41
H -0.39992 3.25300 -2.50527 -0.1 0.0 -0.1 0.42
H 1.10118 2.37508 -2.32157 0.1 -0.1 0.0 0.31
H -2.23693 4.10774 -1.55574 0.0 0.0 0.0 0.30
H -4.61894 4.59743 -1.30875 0.0 0.0 0.0 0.40
H -6.01092 3.28036 0.25021 0.0 0.0 0.0 0.39
H -4.97151 1.46841 1.58213 0.0 0.0 0.0 0.43
H -2.58872 0.96016 1.31445 0.0 -0.1 0.0 0.35
N 6.78868 -2.35257 -1.64896 0.1 0.0 0.0 -0.55
C 5.70034 -1.99233 -1.56286 0.1 -0.1 0.0 -0.05
C 4.34538 -1.55599 -1.42331 -0.1 0.0 0.0 0.49
C 3.30268 -2.48096 -1.47670 0.1 0.0 0.0 -0.82
C 2.00106 -2.04714 -1.29654 -0.1 0.0 0.0 -0.19
C 1.66506 -0.70381 -1.04861 0.0 -0.1 -0.1 -0.58
C 2.74585 0.19029 -1.02876 -0.1 0.0 0.0 0.90
C 4.06067 -0.20865 -1.21161 -0.1 0.0 0.0 -1.06
H 3.52420 -3.52373 -1.66370 0.0 0.0 0.0 0.46
H 1.21327 -2.79887 -1.34298 0.0 0.1 0.0 0.36
H 2.56317 1.24828 -0.86445 0.0 0.0 0.0 0.34
H 4.86839 0.51155 -1.19120 0.0 0.0 0.0 0.46
I -1.42238 0.10857 -3.37795 -0.1 0.1 -0.2 0.09
C -2.80382 -0.60266 -1.99515 0.0 0.0 0.1 0.37
C -4.16439 -0.54375 -2.23251 0.0 -0.1 0.1 -0.60
C -5.00574 -1.06687 -1.26348 0.1 0.0 0.0 -0.24
C -4.45580 -1.62387 -0.11711 0.0 0.0 -0.1 -0.85
C -3.08384 -1.61625 0.03222 0.1 0.0 0.0 -0.20
N -2.26163 -1.10482 -0.89061 0.0 0.3 -0.1 -0.04
H -4.54285 -0.09811 -3.13875 0.0 0.0 0.0 0.44
H -6.07702 -1.03948 -1.40422 0.0 0.0 0.0 0.41
H -5.07670 -2.04635 0.65845 0.0 0.0 0.0 0.45
H -2.60461 -2.01873 0.91491 0.0 0.0 0.0 0.39
```
Positions in Å, forces in eV/Å.

Properties
gap between HOMO and LUMO (alpha / beta)	6.451 / 7.930	eV
energy relative to the best compared isomer or geometry (same formula, charge and spin)	0.000	eV
LUMO energy (alpha / beta)	0.1 / -0.2	eV
expectation value of S²	2.013
total energy	-3643.444998	Ha
multiplicity	3